# 1
# C9H12F3N2O3S

2 unconnected molecules or ions with the total composition C9H12F3N2O3S at a distorted geometry (the ωB97M-V functional and the def2-TZVPD basis, OMol25).

## Properties
Multiplicity: 1
Molecular weight: 285.3 g mol⁻¹
DFT total energy: -1382.76385 Ha
Frontier orbital gap: 7.17 eV
Charge: +1
LUMO: -4.6 eV

```
30
C9H12F3N2O3S | OMol25 | the ωB97M-V functional and the def2-TZVPD basis
C -1.41356 -1.51793 -1.47505
S -1.58185 0.23688 -1.14297
C -3.35556 0.50901 -1.14834
O -3.51658 1.87219 -0.96700
N -4.91066 2.30034 -1.41784
O -4.87209 2.75887 -2.44698
C -0.98076 0.99926 -2.69062
O 0.40273 1.02354 -2.73231
C 1.05751 1.67030 -1.71319
F 0.33566 2.70455 -1.27206
F 2.24820 2.07204 -2.16113
F 1.20097 0.80712 -0.68299
H -1.63170 -2.06770 -0.58158
H -0.39676 -1.65338 -1.80038
H -2.06615 -1.77150 -2.29251
H -3.80807 0.15288 -2.06633
H -3.74834 -0.07341 -0.32349
H -1.43720 1.96931 -2.79118
H -1.30885 0.39056 -3.51474
N 2.30082 -1.04339 4.56120
C 3.06036 -2.03093 4.09774
C 3.44186 -2.14998 2.76878
C 3.00598 -1.18957 1.87267
C 2.21288 -0.15445 2.34085
C 1.89359 -0.12715 3.69033
H 3.37947 -2.76123 4.83214
H 4.06638 -2.97237 2.44986
H 3.28500 -1.24392 0.82764
H 1.85618 0.62129 1.68038
H 1.28052 0.66877 4.09907
```

Löwdin population analysis, charges in e, atoms 1 to 8: C -0.186; S 1.208; C -0.405; O -0.189; N 0.078; O 0.189; C -0.289; O 0.031



# 2
# C4H11NS2

C4H11NS2 in the gas phase at a distorted geometry (the ωB97M-V functional and the def2-TZVPD basis, OMol25).

## Properties
Multiplicity: 1
Molecular weight: 137.3 g mol⁻¹
DFT total energy: -1010.13338 Ha
Frontier orbital gap: 9.47 eV
SMILES: CSSC[C@H](C)N
Charge: 0
LUMO: 0.9 eV
Energy relative to the best compared isomer or geometry (same formula, charge and spin): 3.1 kcal/mol

```
18
C4H11NS2 | OMol25 | the ωB97M-V functional and the def2-TZVPD basis
C -0.28478 2.96793 2.21876
S 0.47248 2.94377 0.57039
S -0.69022 1.50714 -0.33455
C 0.39944 0.04039 -0.09738
C -0.28733 -1.18404 -0.65736
C 0.64275 -2.38426 -0.69496
N -0.89714 -0.90331 -1.96849
H -0.02171 2.03384 2.71218
H -1.37097 3.01044 2.18136
H 0.06170 3.81166 2.81553
H 0.58816 -0.10368 0.94724
H 1.31796 0.31157 -0.62052
H -1.12453 -1.42189 -0.00049
H 1.47718 -2.19484 -1.38157
H 1.04690 -2.67664 0.27733
H 0.17594 -3.30677 -1.04860
H -0.16512 -0.69107 -2.63909
H -1.34073 -1.76025 -2.27978
```

Löwdin population analysis, charges in e, atoms 1 to 8: C -0.493; S 0.421; S 0.494; C -0.513; C -0.552; C -0.082; N 0.006; H 0.019



# 3
# BH4NO2

BH4NO2 in the gas phase at a distorted geometry (the ωB97M-V functional and the def2-TZVPD basis, OMol25).

## Properties
Multiplicity: 1
Molecular weight: 60.8 g mol⁻¹
DFT total energy: -232.59487 Ha
Frontier orbital gap: 10.33 eV
SMILES: NB(O)O
Charge: 0
LUMO: 0.4 eV
Energy relative to the best compared isomer or geometry (same formula, charge and spin): 18.3 kcal/mol

```
8
BH4NO2 | OMol25 | the ωB97M-V functional and the def2-TZVPD basis
N 1.08576 -0.71159 -0.03717
B -0.06141 0.11088 0.09221
O -0.04174 1.47689 -0.05177
O -1.42822 -0.59084 -0.00658
H 2.09727 -0.58089 0.28688
H 0.96897 -1.47993 -0.60099
H -0.80587 1.98807 -0.19221
H -2.13881 -0.01298 0.47647
```

Just the Löwdin charges please, in e? Sure, here they are: N 0.185; B -0.666; O 0.160; O -0.024; H 0.128; H 0.036; H 0.069; H 0.113



# 4
# C28H64FNO6P3S

3 unconnected molecules or ions with the total composition C28H64FNO6P3S at a distorted geometry (the ωB97M-V functional and the def2-TZVPD basis, OMol25).

## Properties
Multiplicity: 1
Molecular weight: 654.8 g mol⁻¹
DFT total energy: -3133.26323 Ha
Frontier orbital gap: 6.34 eV
Charge: -1
LUMO: 2.4 eV

```
104
C28H64FNO6P3S | OMol25 | the ωB97M-V functional and the def2-TZVPD basis
C 0.55713 -2.23475 3.83593
C 0.19176 -2.12198 2.68183
P -0.52224 -1.99212 0.88583
C 1.07788 -2.74994 0.10954
C 2.00315 -3.63544 1.00114
C 2.70545 -4.66598 -0.03129
C 3.26430 -2.88406 1.64143
N -2.06681 -1.31094 1.46617
C -2.53007 -1.65092 2.80014
C -4.11482 -1.29959 2.83818
C -5.04661 -2.57893 2.83513
P -1.16291 -1.75562 -1.28685
S -2.23735 -0.17204 -1.69095
C 0.26370 -0.22528 0.86246
F 1.66212 -0.25446 1.28780
C -0.38598 0.85095 1.80713
C -1.47834 1.79069 1.10276
P -1.31760 -4.06488 0.86570
C -3.09872 -4.22987 0.30363
C -3.28560 -5.47415 -0.70040
C -1.11846 -5.11569 2.36862
C -0.39036 -6.50362 1.94969
H 1.04661 -2.42739 4.80449
H 0.68177 -3.44970 -0.69602
H 1.68066 -2.00070 -0.49659
H 1.53138 -4.31380 1.75318
H 1.90829 -5.17775 -0.64736
H 3.30618 -5.43472 0.52434
H 3.37481 -4.08037 -0.73411
H 3.70986 -2.15395 0.90444
H 3.98764 -3.71070 1.91324
H 3.00886 -2.35567 2.59668
H -2.85346 -1.46032 0.83281
H -2.47929 -2.71826 3.14753
H -2.13435 -1.01578 3.64967
H -4.35330 -0.74664 3.80162
H -4.38730 -0.56251 2.02208
H -6.04848 -2.26481 3.25209
H -4.62275 -3.45758 3.38781
H -5.25395 -2.85899 1.75696
H -1.74300 -2.94693 -1.81639
H 0.06735 -1.58890 -2.02229
H 0.31098 0.19328 -0.19279
H 0.44842 1.59133 2.04193
H -0.71251 0.47928 2.81023
H -1.08953 2.08888 0.09614
H -2.45585 1.24773 1.08030
H -1.53071 2.71707 1.75684
H -3.50791 -3.33267 -0.23147
H -3.70942 -4.51934 1.21422
H -3.35558 -6.38130 -0.02158
H -4.27741 -5.41389 -1.22520
H -2.40588 -5.62302 -1.37722
H -2.14409 -5.44439 2.73906
H -0.56457 -4.74501 3.26157
H -1.04828 -7.38608 2.16368
H -0.01294 -6.44810 0.89530
H 0.52236 -6.62374 2.61193
C 3.34475 2.74749 2.17766
O 3.34507 4.10630 2.57873
C 2.08602 4.72819 2.36188
C 1.94014 5.95652 3.24514
O 1.59180 5.64447 4.59348
C 2.63062 5.08852 5.39616
C 3.68310 6.10425 5.80694
O 4.59890 6.33603 4.74236
C 5.23740 7.59003 4.84699
H 3.14202 2.66164 1.10561
H 4.32998 2.33103 2.38856
H 2.60305 2.18002 2.74765
H 1.27126 4.02645 2.57565
H 2.03926 5.02755 1.30712
H 1.10365 6.54750 2.86193
H 2.82454 6.59453 3.20364
H 3.07341 4.21428 4.91750
H 2.13335 4.73702 6.30448
H 4.25813 5.71456 6.65682
H 3.19398 7.04058 6.10072
H 4.49984 8.39989 4.81209
H 5.90832 7.70058 3.99455
H 5.82161 7.65158 5.77174
C -2.56942 -0.54316 -5.15683
O -2.11908 0.61033 -5.84478
C -1.25175 1.40558 -5.04554
C -0.39202 2.29961 -5.92399
O 0.71763 1.61778 -6.51099
C 0.41044 0.72511 -7.57820
C 0.04591 1.43468 -8.87145
O -1.30275 1.88728 -8.83257
C -1.53310 2.96418 -9.71448
H -3.14139 -0.26433 -4.27037
H -3.21063 -1.11212 -5.83283
H -1.72084 -1.17536 -4.87399
H -0.60671 0.76780 -4.43102
H -1.87596 2.02526 -4.39112
H 0.04940 3.07069 -5.28670
H -0.98370 2.81533 -6.68233
H -0.35155 0.00323 -7.28118
H 1.33158 0.16230 -7.75461
H 0.13387 0.73456 -9.71247
H 0.72758 2.27853 -9.03113
H -0.90394 3.82054 -9.44642
H -2.57742 3.26291 -9.61861
H -1.34084 2.66460 -10.75073
```

Löwdin population analysis, charges in e, atoms 1 to 8: C 0.021; C -0.245; P 0.322; C -0.424; C -0.427; C -0.122; C -0.101; N -0.264